An isolated ion of composition C7H17N and charge -1. Source: the OMol25 dataset; level of theory: wB97M-V/def2-TZVPD.

Summary:
Multiplicity = 2
⟨S²⟩ = 0.750
Orbital gap (spin up / spin down) = 2.46 / 8.58 eV
LUMO level (spin up / spin down) = 0.144 / 0.144 Eh
Net charge = -1
HOMO level (spin up / spin down) = 1.468 / -4.659 eV

Each line ends with the natural charge from an NBO analysis.
Atoms and positions in Å:
C -0.006 1.335 1.659  -0.474
C 0.346 0.863 3.037  -0.679
C -0.541 0.205 0.694  -0.359
N 0.488 -0.001 -0.361  -0.490
C 1.769 -0.537 0.173  -0.477
C -1.491 -1.478 -1.246  -1.060
C -0.099 -0.765 -1.532  -0.114
C -0.431 0.440 -2.557  -0.688
H -0.741 2.156 1.728  0.196
H 0.728 1.846 0.951  0.216
H -0.294 0.118 3.373  0.207
H 1.361 0.512 3.174  0.194
H 0.193 1.737 3.623  0.197
H -0.551 -0.698 1.282  0.162
H -1.504 0.443 0.185  0.209
H 2.601 -0.256 -0.391  0.182
H 1.653 -1.662 0.158  0.164
H 2.066 -0.161 1.154  0.197
H -2.327 -0.893 -1.729  0.193
H -1.676 -1.687 -0.221  0.213
H -1.546 -2.306 -2.025  0.205
H 0.655 -1.616 -1.766  0.189
H 0.230 0.247 -3.425  0.191
H -0.102 1.337 -2.000  0.227
H -1.439 0.513 -2.901  0.201


One molecule with the formula C7H17N. Source: the OMol25 dataset; level of theory: wB97M-V/def2-TZVPD.

Summary:
SMILES string = CCCNCC(C)C
Orbital gap = 9.57 eV
LUMO level = 0.041 Eh
HOMO level = -8.455 eV

Each line ends with the natural charge from an NBO analysis.
Atoms and positions in Å:
C -1.141 1.370 0.954  -0.206
N 0.067 0.590 0.902  -0.640
C 0.142 -0.351 -0.206  -0.208
C 0.461 -1.788 0.233  -0.236
C -0.198 -2.774 -0.724  -0.597
C 1.944 -2.059 0.410  -0.613
C -1.318 2.305 -0.254  -0.404
C -0.061 3.084 -0.592  -0.608
H -1.184 2.011 1.828  0.192
H -2.049 0.738 1.017  0.152
H 0.243 0.131 1.788  0.361
H 0.947 -0.038 -0.878  0.178
H -0.778 -0.346 -0.783  0.181
H -0.053 -1.912 1.187  0.189
H 0.090 -3.809 -0.514  0.206
H 0.153 -2.649 -1.752  0.202
H -1.281 -2.712 -0.720  0.209
H 2.333 -1.890 1.421  0.212
H 2.195 -3.091 0.184  0.208
H 2.575 -1.438 -0.223  0.208
H -2.144 2.971 -0.012  0.202
H -1.657 1.735 -1.120  0.190
H -0.230 3.718 -1.459  0.203
H 0.748 2.432 -0.896  0.212
H 0.197 3.774 0.210  0.204


One molecule with the formula C7H17N. Source: the OMol25 dataset; level of theory: wB97M-V/def2-TZVPD.

Summary:
SMILES string = CCNCCC(C)C
Orbital gap = 9.84 eV
LUMO level = 0.041 Eh
HOMO level = -8.708 eV

Each line ends with the natural charge from an NBO analysis.
Atoms and positions in Å:
C -0.676 0.459 -1.285  -0.406
C -1.585 -0.376 -0.345  -0.223
C -2.534 0.602 0.401  -0.607
C -2.317 -1.426 -1.159  -0.610
C 0.531 1.011 -0.530  -0.214
N 1.578 0.045 -0.173  -0.629
C 2.235 0.452 1.099  -0.216
C 3.369 -0.551 1.311  -0.613
H -1.284 1.292 -1.663  0.209
H -0.307 -0.119 -2.146  0.206
H -0.970 -0.799 0.436  0.193
H -2.081 1.587 0.359  0.205
H -2.652 0.313 1.448  0.208
H -3.531 0.586 -0.051  0.207
H -3.004 -2.006 -0.539  0.208
H -1.655 -2.222 -1.525  0.208
H -2.806 -1.059 -2.064  0.210
H 1.041 1.912 -0.870  0.193
H 0.087 1.432 0.409  0.147
H 1.235 -0.908 -0.134  0.351
H 1.629 0.624 1.990  0.171
H 2.692 1.414 0.826  0.181
H 2.960 -1.500 1.642  0.200
H 4.027 -0.586 0.448  0.220
H 4.015 -0.175 2.116  0.204


Max |F| per entry: 3.52, 1.07, 2.60 eV Å⁻¹
Energy relative to the best compared isomer or geometry (same formula, charge and spin) per entry: 233.4, 69.4, 93.9 kJ/mol
M per entry: 115.2, 115.2, 115.2 g mol⁻¹